Entry 1:
DFT (ωB97M-V with the def2-TZVPD basis set) results for C31H33BrCrN7O2 as an isolated structure.

As for the expectation value of S²: 3.7830. The multiplicity is 4. The calculation puts the gap between HOMO and LUMO (spin up / spin down) at 7.3 / 7.6 eV. The charge is +2. The HOMO energy (spin up / spin down) comes out at -13.62 / -13.62 eV.

Each line ends with the Löwdin spin population.
Positions of all 75 atoms, in Å:
Cr: 0.207 -1.132 0.287  2.98
C: 0.971 -3.867 2.024  0.00
C: 2.261 -3.166 2.390  0.00
N: 2.745 -2.366 1.272  0.02
C: 3.217 -3.074 0.104  0.00
C: 2.223 -3.170 -1.037  0.01
C: 2.626 -3.932 -2.124  0.00
C: 1.757 -4.162 -3.173  0.01
C: 0.466 -3.673 -3.075  0.00
C: 0.123 -2.913 -1.976  0.01
C: -1.283 -2.388 -1.873  0.00
N: -1.594 -1.882 -0.523  -0.02
C: -2.243 -2.838 0.399  0.00
C: -1.195 -3.747 0.997  0.00
N: -0.119 -2.941 1.622  -0.01
N: 0.995 -2.608 -0.987  -0.01
H: 0.646 -4.493 2.857  0.00
H: 1.160 -4.527 1.176  0.00
H: 2.986 -3.929 2.701  0.00
H: 2.097 -2.495 3.236  0.00
H: 3.485 -1.768 1.611  0.00
H: 3.517 -4.103 0.344  0.00
H: 4.110 -2.580 -0.281  0.00
H: 3.624 -4.350 -2.138  0.00
H: 2.067 -4.737 -4.035  0.00
H: -0.266 -3.874 -3.845  0.00
H: -1.988 -3.164 -2.176  0.00
H: -1.367 -1.568 -2.592  0.00
H: -2.250 -1.113 -0.640  0.00
H: -3.011 -3.427 -0.105  0.00
H: -2.721 -2.256 1.190  0.00
H: -0.743 -4.354 0.213  0.00
H: -1.654 -4.425 1.720  0.00
H: -0.504 -2.525 2.471  0.00
O: 0.168 0.285 -3.315  0.00
C: -0.242 0.842 -2.324  0.00
N: -0.985 1.977 -2.223  0.00
C: -1.279 2.380 -0.837  0.00
C: -0.762 1.113 -0.158  0.01
O: -0.960 0.640 0.988  -0.01
N: -0.077 0.354 -1.007  -0.01
C: -0.499 3.655 -0.520  0.00
C: -1.010 4.879 -0.939  0.00
C: -0.260 6.033 -0.781  0.00
C: 1.002 5.977 -0.203  0.00
C: 1.508 4.760 0.222  0.00
C: 0.758 3.605 0.061  0.00
C: -2.766 2.514 -0.539  0.00
C: -3.721 2.020 -1.421  0.00
C: -5.071 2.124 -1.117  0.00
C: -5.474 2.709 0.074  0.00
C: -4.521 3.201 0.955  0.00
C: -3.172 3.105 0.654  0.00
H: -1.111 2.597 -3.007  0.00
H: -1.996 4.929 -1.384  0.00
H: -0.662 6.983 -1.109  0.00
H: 1.586 6.880 -0.088  0.00
H: 2.490 4.709 0.678  0.00
H: 1.147 2.653 0.389  0.00
H: -3.412 1.579 -2.361  0.00
H: -5.811 1.762 -1.819  0.00
H: -6.526 2.785 0.314  0.00
H: -4.833 3.676 1.876  0.00
H: -2.436 3.504 1.341  0.00
Br: 4.306 3.327 3.188  0.00
C: 3.249 1.979 2.427  0.01
C: 2.159 1.460 3.116  0.00
C: 1.384 0.501 2.499  0.01
N: 1.617 0.058 1.256  -0.01
C: 2.675 0.560 0.604  0.01
C: 3.524 1.497 1.152  0.00
H: 1.919 1.803 4.112  0.00
H: 0.533 0.083 3.022  0.00
H: 2.845 0.185 -0.399  0.00
H: 4.371 1.864 0.589  0.00



Entry 2:
DFT (ωB97M-V with the def2-TZVPD basis set) results for C45H43BrCoN6O5S4 as an isolated structure.

Its energy above the lowest of the compared OMol25 structures with the same formula, charge and spin is 0.0 kJ/mol. As for the expectation value of S²: 3.7592. The multiplicity is 4. The calculation puts the gap between HOMO and LUMO (spin up / spin down) at 7.2 / 7.1 eV. The charge is 0. The HOMO energy (spin up / spin down) comes out at -7.96 / -7.93 eV.

Each line ends with the Löwdin spin population.
Positions of all 105 atoms, in Å:
Co: -1.459 -0.092 -0.206  2.73
S: 0.335 0.630 -1.609  0.02
C: 1.115 1.873 -0.814  0.01
N: 2.407 1.835 -0.498  0.02
C: 2.987 3.048 0.143  0.00
C: 2.040 3.445 1.256  0.00
N: 0.750 3.784 0.624  0.00
C: -0.012 4.885 1.204  0.00
C: 0.710 6.169 0.908  0.00
C: 1.204 6.944 1.944  0.00
C: 1.869 8.140 1.725  0.00
C: 2.023 8.585 0.420  0.00
C: 1.600 7.781 -0.646  0.00
C: 0.959 6.573 -0.409  0.00
C: 0.338 3.102 -0.445  0.00
S: -1.037 3.365 -1.325  0.01
C: 3.255 0.645 -0.597  0.00
C: 4.116 0.461 0.645  0.00
C: 5.491 0.551 0.535  0.00
C: 6.294 0.391 1.696  0.00
C: 5.715 0.201 2.943  0.00
C: 4.323 0.204 3.050  0.00
C: 3.526 0.315 1.910  0.00
H: 3.070 3.818 -0.613  0.00
H: 3.981 2.842 0.571  0.00
H: 2.470 4.350 1.685  0.00
H: 1.884 2.700 2.038  0.00
H: -0.097 4.730 2.283  0.00
H: -1.007 4.870 0.770  0.00
H: 1.101 6.561 2.955  0.00
H: 2.216 8.725 2.566  0.00
H: 2.509 9.521 0.180  0.00
H: 1.783 8.099 -1.662  0.00
H: 0.611 5.930 -1.255  0.00
H: 3.868 0.729 -1.505  0.00
H: 2.605 -0.217 -0.688  0.00
H: 5.939 0.663 -0.437  0.00
H: 7.368 0.372 1.553  0.00
H: 6.329 0.056 3.824  0.00
H: 3.853 0.092 4.009  0.00
H: 2.433 0.316 1.984  0.00
S: -1.064 1.130 1.849  0.04
C: -2.688 1.521 2.249  0.01
N: -3.697 0.693 2.232  0.01
C: -5.040 1.314 2.193  0.00
C: -4.897 2.664 2.877  0.00
S: -3.164 3.129 2.601  0.00
H: -3.533 -0.266 1.934  0.00
H: -5.725 0.642 2.693  0.00
H: -5.339 1.442 1.156  0.00
H: -5.078 2.633 3.952  0.00
H: -5.525 3.428 2.427  0.00
C: -2.817 -3.108 -3.386  0.00
C: -2.959 -2.328 -2.104  0.00
C: -4.323 -2.287 -1.464  0.00
O: -1.998 -1.720 -1.654  0.02
H: -3.153 -4.155 -3.294  0.00
H: -1.796 -3.053 -3.739  0.00
H: -3.490 -2.600 -4.098  0.00
H: -4.737 -3.299 -1.464  0.00
H: -4.970 -1.657 -2.077  0.00
H: -4.210 -1.880 -0.453  0.00
O: -2.590 -2.494 1.446  0.01
C: -1.481 -2.794 1.020  0.00
N: -1.004 -4.107 0.918  0.00
C: 0.431 -4.053 0.646  0.00
C: 0.653 -2.516 0.584  0.00
O: 1.732 -1.948 0.488  0.00
N: -0.552 -1.903 0.567  0.04
C: 1.190 -4.769 1.773  0.00
C: 1.590 -6.099 1.653  0.00
C: 2.181 -6.734 2.746  0.00
C: 2.389 -6.055 3.953  0.00
C: 2.014 -4.721 4.047  0.00
C: 1.420 -4.080 2.972  0.00
C: 0.750 -4.604 -0.753  0.00
C: -0.234 -4.995 -1.618  0.00
C: 0.106 -5.354 -2.935  0.00
C: 1.443 -5.392 -3.347  0.00
C: 2.423 -4.985 -2.453  0.00
C: 2.089 -4.598 -1.172  0.00
H: -1.267 -4.701 1.692  0.00
H: 1.422 -6.644 0.727  0.00
H: 2.488 -7.766 2.665  0.00
H: 2.855 -6.578 4.757  0.00
H: 2.162 -4.152 4.938  0.00
H: 1.144 -3.044 3.051  0.00
H: -1.257 -4.985 -1.313  0.00
H: -0.679 -5.648 -3.616  0.00
H: 1.724 -5.684 -4.361  0.00
H: 3.453 -4.922 -2.785  0.00
H: 2.825 -4.199 -0.474  0.00
Br: -1.209 -0.340 -5.819  0.00
C: -2.739 0.433 -4.975  0.00
C: -3.816 0.824 -5.741  0.00
N: -4.918 1.309 -5.222  0.00
C: -4.986 1.382 -3.894  0.00
C: -3.956 1.023 -3.030  0.00
C: -2.777 0.572 -3.607  0.00
C: -4.176 1.096 -1.524  0.01
O: -5.196 1.648 -1.132  0.01
O: -3.277 0.557 -0.767  0.04
H: -3.800 0.684 -6.791  0.00
H: -5.914 1.771 -3.474  0.00
H: -1.922 0.332 -2.987  0.00



Entry 3:
DFT (ωB97M-V with the def2-TZVPD basis set) results for one molecule with the formula C15H16O5S.

The calculation puts the gap between HOMO and LUMO at 8.2 eV. The charge is 0. The HOMO energy comes out at -8.53 eV.

Each line ends with the Mulliken charge.
Positions of all 37 atoms, in Å:
C: 1.602 -3.436 -4.723  -0.71
O: 2.174 -2.204 -4.147  -0.46
C: 1.745 -1.847 -2.896  0.67
C: 2.164 -2.467 -1.673  -0.74
C: 1.651 -2.076 -0.466  -0.87
C: 0.593 -1.186 -0.367  1.03
C: 0.171 -0.837 1.017  -0.62
C: -0.684 0.181 1.257  0.07
C: -1.195 0.561 2.698  0.44
O: -0.626 -0.033 3.555  -0.53
O: -2.174 1.510 2.941  -0.41
C: -2.164 2.432 4.050  0.46
C: -2.432 1.705 5.325  -1.38
C: -0.844 3.187 4.119  -1.16
S: -1.532 1.111 -0.090  -0.24
C: -1.056 0.273 -1.569  0.21
O: -1.764 0.344 -2.515  -0.48
C: 0.111 -0.633 -1.592  0.56
C: 0.742 -0.863 -2.866  0.30
O: 0.373 -0.198 -4.060  -0.43
C: 1.112 0.978 -4.264  -0.70
H: 2.040 -3.437 -5.781  0.25
H: 0.531 -3.306 -4.800  0.31
H: 1.820 -4.371 -4.180  0.29
H: 2.937 -3.323 -1.652  0.31
H: 2.062 -2.508 0.417  0.41
H: 0.656 -1.350 1.937  0.26
H: -3.087 3.021 3.903  0.30
H: -3.297 0.976 5.258  0.31
H: -1.568 1.235 5.606  0.33
H: -2.655 2.540 5.943  0.47
H: -0.551 3.668 3.135  0.30
H: -0.704 3.964 4.963  0.36
H: 0.018 2.521 4.389  0.31
H: 2.146 0.702 -4.595  0.25
H: 1.073 1.516 -3.276  0.30
H: 0.612 1.652 -5.001  0.24



Entry 4:
DFT (ωB97M-V with the def2-TZVPD basis set) results for C14H20AuCl2N2O2PSe as an isolated structure.

Its energy above the lowest of the compared OMol25 structures with the same formula, charge and spin is 0.0 kJ/mol. As for the expectation value of S²: 2.0173. The multiplicity is 3. The calculation puts the gap between HOMO and LUMO (spin up / spin down) at 7.0 / 4.8 eV. The charge is +2. The HOMO energy (spin up / spin down) comes out at -13.66 / -15.15 eV.

Each line ends with the Löwdin spin population.
Positions of all 43 atoms, in Å:
C: 0.022 -4.242 -5.241  0.00
C: -0.155 -3.342 -4.071  0.00
H: -0.968 -4.546 -5.580  0.00
H: 0.612 -5.127 -5.006  0.00
H: 0.523 -3.724 -6.054  0.00
O: -1.176 -3.049 -3.503  0.00
Cl: 1.444 -2.771 -3.502  0.00
Au: 0.083 -0.379 -1.282  0.35
P: 0.066 1.620 -2.604  0.19
C: -1.289 2.831 -2.559  0.04
C: 1.511 2.695 -2.380  0.03
H: 0.956 0.353 -4.430  0.00
H: 0.228 1.905 -4.990  0.00
H: -0.814 0.513 -4.544  0.00
C: 0.117 1.045 -4.319  0.01
H: 2.422 2.089 -2.391  0.00
H: 1.519 3.433 -3.192  0.01
H: -1.107 3.575 -3.349  0.01
H: -1.297 3.335 -1.585  0.00
H: 1.424 3.210 -1.416  0.00
H: -2.257 2.345 -2.728  0.00
C: -1.681 0.181 -0.618  0.10
O: -2.444 0.669 0.090  0.03
Cl: 2.365 -0.505 -1.905  0.17
C: 1.981 0.362 2.458  0.01
N: 0.682 -0.172 2.841  0.04
C: -0.025 -1.163 2.213  0.06
Se: 0.349 -2.120 0.667  0.78
N: -1.103 -1.401 3.018  0.03
C: -1.052 -0.623 4.167  0.03
C: -1.837 -0.636 5.302  0.00
C: -1.422 0.166 6.377  0.03
C: -0.246 0.943 6.275  0.02
C: 0.524 0.957 5.102  0.00
C: 0.081 0.164 4.050  0.03
H: 1.941 1.453 2.367  0.00
H: 2.315 -0.069 1.515  0.01
H: 2.721 0.133 3.233  0.00
H: -1.772 -2.142 2.826  0.00
H: -2.726 -1.247 5.321  0.00
H: -1.997 0.191 7.295  0.00
H: 0.058 1.537 7.133  0.00
H: 1.425 1.554 4.999  0.00